(1)
122
Properties=species:S:1:pos:R:3:lowdin_spin:R:1 method="wB97M-V/def2-TZVPD" total_charge=-1 orbital_gap_ev="7.0 / 7.4" total_energy_ev=-100110.7179 e_homo_ev="-4.75 / -5.14" lumo_ev="2.22 / 2.22" spin_multiplicity=3 s2=2.0200
Re 0.94316 -0.92538 -0.28296 1.622
O 0.44607 0.53441 0.88637 0.178
H 3.37251 -1.04807 1.49396 0.000
H 0.32357 0.21978 1.82217 0.009
N -1.61363 -2.84204 0.26029 0.051
C -0.77674 -2.07157 -0.01523 0.003
C -0.21914 -0.08039 -1.90689 -0.034
H -0.42097 -0.80629 -2.78003 -0.002
H -1.16819 0.39936 -1.63688 0.001
O 3.00135 -0.65038 -0.31553 0.037
O 3.75295 -0.44730 0.81586 0.016
C 0.70559 -5.94818 3.58270 0.000
C 0.55655 -5.34061 2.21203 0.000
C 1.72157 -5.41169 1.26188 0.000
C -0.68148 -6.01107 1.56655 0.000
O 0.11585 -4.02412 2.41048 0.000
P 1.11970 -2.77113 2.64145 0.005
O 2.24835 -3.18627 3.53517 0.000
O 1.52662 -2.13059 1.31271 0.024
O 0.19468 -1.65409 3.31920 0.002
C -0.00072 -1.57050 4.75290 0.000
C -0.33854 -2.89847 5.38172 0.000
C 1.22601 -0.95261 5.44248 0.000
C -1.15249 -0.55933 5.02001 0.000
H 1.03359 -6.98714 3.60479 0.000
H -0.20598 -5.76991 4.19011 0.000
H 1.60132 -5.47101 4.08721 0.000
H 1.99907 -6.46102 1.09101 0.000
H 2.57423 -4.92463 1.74075 0.000
H 1.57177 -4.81382 0.33515 0.000
H -0.40131 -7.06385 1.52697 0.000
H -0.67421 -5.58260 0.59682 0.000
H -1.54175 -5.72810 2.15932 0.000
H 0.40598 -3.65741 5.04251 0.000
H -1.27880 -3.33292 5.09420 0.000
H -0.23304 -2.75569 6.46970 0.000
H 2.18943 -1.33772 5.05191 0.000
H 1.12916 -0.99026 6.53429 0.000
H 1.34468 0.10229 5.12162 0.000
H -2.15145 -0.84995 4.62381 0.000
H -0.87384 0.43775 4.60534 0.000
H -1.26945 -0.50389 6.09568 0.000
N 1.58668 -2.74905 -1.52411 0.012
S 2.46801 -2.89277 -2.90163 0.007
C 2.26217 -1.42124 -3.92660 0.001
C 3.09760 -0.31064 -3.85170 0.000
C 3.09211 0.54296 -4.95541 0.000
C 2.25949 0.29875 -6.07880 0.000
C 1.39194 -0.74885 -6.06045 0.000
C 1.29576 -1.57344 -4.92540 0.001
C 4.24572 -2.86597 -2.49357 0.002
C 5.10442 -2.94091 -3.59785 0.000
C 6.44675 -3.22395 -3.25307 0.000
C 6.83259 -3.29772 -1.91242 0.000
C 5.93557 -3.10374 -0.93010 0.000
C 4.59323 -2.94933 -1.17765 0.000
H 0.84901 -3.42002 -1.67104 0.001
H 3.70973 -0.17969 -2.96451 0.000
H 3.68471 1.44898 -5.02028 0.000
H 2.31545 1.03508 -6.86347 0.000
H 0.71252 -0.84899 -6.88751 0.000
H 0.52265 -2.29630 -4.89166 0.000
H 4.78415 -2.95731 -4.60246 0.000
H 7.19557 -3.48490 -3.97591 0.000
H 7.83230 -3.43019 -1.70637 0.000
H 6.34295 -3.23619 0.12251 0.000
H 3.81152 -2.86435 -0.40967 0.000
C -7.86619 3.36021 2.98672 0.000
C -6.38047 3.39852 2.52519 0.000
C -5.95808 4.35782 1.62120 0.000
C -4.70743 4.26113 1.04891 0.000
C -4.26273 5.09954 -0.08066 0.000
C -3.79402 3.34671 1.74028 0.000
Te -1.77405 3.31300 1.09928 0.000
N 1.01464 0.46011 -1.79556 0.016
C 1.33851 1.76857 -2.10815 0.012
O 0.75806 2.29306 -3.04322 0.025
C 2.49290 2.45756 -1.50144 0.001
C 3.16562 3.50879 -2.22351 0.001
C 4.26811 4.09736 -1.63428 0.000
C 4.70463 3.68901 -0.34388 0.001
C 4.04573 2.75458 0.43677 0.000
C 2.92716 2.12607 -0.19049 0.001
C -2.15420 3.00898 -0.97412 0.000
C -1.61260 3.74906 -1.95756 0.000
C -0.51842 4.77179 -1.71125 0.000
C -1.96371 3.53377 -3.33513 0.000
C -2.84516 2.57791 -3.72948 0.000
C -3.33654 2.32353 -5.12093 0.000
C -3.45644 1.81616 -2.71258 0.000
C -3.07690 1.96900 -1.34000 0.000
C -3.68332 0.92610 -0.45727 0.000
C -4.17575 2.42499 2.70609 0.000
C -3.25176 1.48922 3.32875 0.000
C -5.52550 2.47343 3.05846 0.000
H -8.18777 3.87166 3.91290 0.000
H -8.09356 2.30273 3.04978 0.000
H -8.40549 3.69798 2.13310 0.000
H -6.66453 5.12472 1.26853 0.000
H -4.91047 5.90300 -0.31088 0.000
H -4.31947 4.37295 -0.92673 0.000
H -3.19775 5.34522 0.01876 0.000
H 2.72921 3.72889 -3.20475 0.000
H 4.78612 4.88037 -2.05573 0.000
H 5.57659 4.29560 0.05672 0.000
H 4.34355 2.45051 1.45057 0.000
H 2.52348 1.34635 0.34615 -0.001
H -0.68439 5.25291 -0.77226 0.000
H -0.51379 5.70002 -2.31447 0.000
H 0.46865 4.31619 -1.75022 0.000
H -1.37040 4.13636 -4.01389 0.000
H -4.39145 2.64532 -5.32974 0.000
H -3.20763 1.21774 -5.17884 0.000
H -2.68750 2.80072 -5.92441 0.000
H -4.22654 0.99177 -2.92182 0.000
H -4.38173 0.31463 -0.99920 0.000
H -4.24559 1.45061 0.35147 0.000
H -2.90276 0.39951 0.10930 0.000
H -3.82174 0.72588 3.81611 0.000
H -2.56340 1.97154 4.07554 0.000
H -2.61358 0.92331 2.62584 0.000
H -5.88478 1.81376 3.90362 0.000

(2)
126
Properties=species:S:1:pos:R:3:lowdin_charge:R:1 method="wB97M-V/def2-TZVPD" orbital_gap_ev=7.9 total_energy_ev=-63168.8087 e_homo_ev=-7.72 lumo_ev=0.19 smiles=c1cc[nH]c1.c1cc[nH]c1.c1cc[nH]c1.CCCC#N.CCCC#N.CCCC#N.CCCC#N.CCCC#N.CCCC#N.CCCC#N.CCCC#N de_lowest_kcal_mol=0.0
C 3.13129 -1.89953 -3.63327 -0.124
C 3.78663 -2.01969 -2.36507 -0.108
C 4.94896 -1.30467 -2.47188 -0.140
N 4.98393 -0.69892 -3.69872 0.020
C 3.87521 -1.06337 -4.41400 -0.140
H 2.23027 -2.37035 -3.99624 0.092
H 3.35491 -2.60555 -1.57117 0.091
H 5.67470 -1.08694 -1.70531 0.094
H 5.75894 -0.15661 -4.03011 0.145
H 3.73976 -0.74192 -5.43297 0.111
C 0.62448 7.25009 -0.56409 -0.114
C -0.74517 7.36130 -0.18718 -0.125
C -1.23753 6.10009 -0.08692 -0.169
N -0.26479 5.21121 -0.39856 0.008
C 0.88190 5.90667 -0.69163 -0.159
H 1.31104 8.06325 -0.72591 0.084
H -1.28509 8.27897 -0.01715 0.087
H -2.25783 5.83438 0.14367 0.105
H -0.40245 4.21753 -0.48727 0.058
H 1.73629 5.38772 -1.09547 0.093
C 0.57300 -4.59029 -2.11077 -0.109
C -0.75464 -4.12938 -2.16187 -0.113
C -1.56566 -5.18399 -1.78219 -0.148
N -0.77130 -6.21232 -1.42049 0.001
C 0.54435 -5.85245 -1.53880 -0.129
H 1.48687 -4.08730 -2.38268 0.072
H -1.14951 -3.19601 -2.52811 0.085
H -2.62895 -5.22921 -1.60314 0.105
H -1.09128 -7.09976 -1.08218 0.146
H 1.27538 -6.56969 -1.20285 0.111
C 0.39320 0.96986 3.90944 -0.108
C 1.77729 1.44377 3.51585 -0.261
C 2.85627 1.36579 4.62531 -0.167
C 2.97072 0.01752 5.20059 -0.227
N 2.98352 -1.04885 5.62238 0.154
H 0.39941 -0.05066 4.29912 0.038
H -0.28944 1.03437 3.06315 0.061
H -0.03614 1.53474 4.74414 0.084
H 1.76942 2.48613 3.19785 0.111
H 2.08128 0.80724 2.68136 0.069
H 2.62031 2.07194 5.42018 0.120
H 3.83019 1.59857 4.19502 0.108
C 0.39118 -4.92176 2.05779 -0.113
C -0.19979 -3.90958 3.00099 -0.261
C 0.88321 -3.00383 3.63309 -0.174
C 1.78392 -2.38830 2.66024 -0.222
N 2.46299 -1.85971 1.90490 0.188
H -0.39916 -5.60460 1.72963 0.068
H 1.13652 -5.52821 2.58497 0.084
H 0.87104 -4.54303 1.15518 0.064
H -0.75050 -4.37870 3.81796 0.105
H -0.98056 -3.37678 2.44786 0.085
H 1.43565 -3.54344 4.40137 0.123
H 0.41980 -2.17638 4.17530 0.067
C -3.76081 0.81878 3.10886 -0.086
C -3.59061 1.26386 1.65421 -0.251
C -4.85001 1.22226 0.79783 -0.205
C -5.94675 2.09122 1.26258 -0.218
N -6.81930 2.74444 1.62242 0.140
H -2.80097 0.78373 3.62012 0.052
H -4.16053 -0.19470 3.05009 0.040
H -4.43084 1.45923 3.68210 0.081
H -2.82513 0.62232 1.20608 0.083
H -3.13674 2.25476 1.57421 0.112
H -5.27056 0.22500 0.66446 0.103
H -4.56427 1.62024 -0.18029 0.078
C 4.54801 2.08056 0.74366 -0.093
C 5.73694 1.16224 0.46677 -0.256
C 6.40155 1.44521 -0.86657 -0.215
C 7.19585 2.68473 -0.88233 -0.223
N 7.84513 3.63115 -0.94628 0.141
H 4.02143 2.24643 -0.19959 0.059
H 4.89901 3.06876 1.04692 0.084
H 3.85596 1.68071 1.48160 0.049
H 5.45458 0.10547 0.49070 0.099
H 6.41811 1.25071 1.31775 0.115
H 5.71804 1.44415 -1.71506 0.103
H 7.11555 0.63104 -1.03247 0.112
C -0.30096 -0.78781 0.25067 -0.098
C 0.67201 -1.00065 -0.91171 -0.245
C 1.82289 -0.00640 -0.86873 -0.185
C 1.40309 1.33400 -0.45467 -0.232
N 1.19707 2.41379 -0.11848 0.200
H -1.04041 -1.59519 0.28577 0.064
H -0.85067 0.12987 0.02899 0.055
H 0.17283 -0.77056 1.22965 0.050
H 0.08065 -0.91063 -1.82537 0.087
H 0.97431 -2.04892 -0.88218 0.083
H 2.31235 0.09763 -1.83726 0.096
H 2.56587 -0.30444 -0.12365 0.091
C -3.84159 -2.69757 1.68086 -0.098
C -4.04144 -3.60879 2.87369 -0.247
C -4.21975 -2.88219 4.22415 -0.176
C -2.99020 -2.18150 4.61118 -0.218
N -2.02218 -1.60611 4.83165 0.193
H -4.73687 -2.11739 1.46033 0.073
H -3.54044 -3.24266 0.78607 0.071
H -3.02340 -2.00199 1.88979 0.055
H -3.25300 -4.34402 3.05411 0.099
H -4.93053 -4.24600 2.82308 0.110
H -4.51593 -3.57468 5.01221 0.119
H -5.01547 -2.13169 4.20679 0.119
C 0.47124 0.93874 -4.05445 -0.094
C 1.14963 2.29517 -4.15785 -0.230
C 0.19262 3.50279 -4.07484 -0.171
C -1.04381 3.31546 -4.83948 -0.224
N -1.99356 3.15029 -5.46521 0.165
H 1.10688 0.11594 -4.37881 0.058
H -0.37967 0.88161 -4.73788 0.068
H 0.12774 0.72668 -3.04377 0.047
H 1.51835 2.39794 -5.18574 0.110
H 1.98074 2.48189 -3.48114 0.103
H 0.68684 4.41723 -4.39738 0.122
H -0.12672 3.65291 -3.03747 0.091
C -4.31926 -0.46026 -2.05776 -0.105
C -4.73925 0.69685 -2.94667 -0.233
C -3.56001 1.59606 -3.39651 -0.204
C -2.81034 2.21440 -2.32536 -0.219
N -2.24973 2.64261 -1.41928 0.196
H -4.01005 -0.12222 -1.06512 0.035
H -3.57938 -1.06737 -2.57388 0.077
H -5.19841 -1.07444 -1.84054 0.080
H -5.50547 1.33505 -2.51176 0.111
H -5.07190 0.25945 -3.88993 0.111
H -3.91709 2.31810 -4.13274 0.102
H -2.83530 1.01738 -3.98246 0.105

(3)
79
Properties=species:S:1:pos:R:3:lowdin_spin:R:1 method="wB97M-V/def2-TZVPD" total_charge=+2 orbital_gap_ev="5.3 / 5.3" total_energy_ev=-62044.6887 e_homo_ev="-11.19 / -13.67" lumo_ev="-5.93 / -8.35" spin_multiplicity=5 s2=6.0499 de_lowest_kcal_mol=23.5
Pd -0.19980 -0.21966 0.29244 0.768
C 5.65631 -0.55144 -0.60489 0.001
Si 4.71942 1.00013 -0.23432 0.006
C 4.78893 2.19657 -1.64360 0.003
C 5.26586 1.79187 1.34556 0.001
C 2.93324 0.52561 -0.01998 0.100
C 1.75947 0.20121 0.12387 0.187
H 6.71341 -0.33277 -0.77369 0.000
H 5.26433 -1.03343 -1.50306 0.000
H 5.59264 -1.26476 0.22039 0.000
H 5.81371 2.53560 -1.81376 0.000
H 4.17337 3.07508 -1.43212 0.000
H 4.42867 1.73680 -2.56657 0.000
H 6.30631 2.11780 1.27314 0.000
H 5.19042 1.09994 2.18746 0.000
H 4.65092 2.66731 1.56890 0.000
C -5.96699 -0.47791 -0.69392 0.002
N -4.59304 -0.84944 -0.40875 0.019
C -4.25435 -1.98346 0.44898 0.080
C -2.78915 -1.79198 0.45138 0.450
O -1.90726 -2.52571 1.19342 0.113
N -2.36115 -0.66401 -0.22278 0.125
C -3.48947 -0.13584 -0.69982 0.075
N -3.54637 0.99910 -1.41177 0.046
H -6.55385 -1.38315 -0.83294 0.001
H -6.02748 0.09224 -1.61861 0.000
H -6.40330 0.10285 0.12039 0.001
H -4.59332 -2.93080 0.01021 0.026
H -4.72476 -1.89793 1.44234 0.030
H -2.69711 1.43280 -1.72491 0.001
H -4.41209 1.34682 -1.77950 0.002
Te 0.04504 2.53030 0.15902 0.678
C -1.55011 3.61308 -0.67100 0.079
C -2.56085 4.06414 0.16981 0.022
C -3.54425 4.89392 -0.35286 0.004
C -3.50934 5.26091 -1.69249 0.000
C -2.49977 4.79496 -2.52525 0.001
C -1.50809 3.96395 -2.01694 0.013
C 1.21228 4.22573 0.56174 0.097
C 2.00506 4.73138 -0.45876 0.017
C 2.65501 5.93873 -0.23834 0.003
C 2.50317 6.60301 0.97242 0.000
C 1.71429 6.06626 1.98137 0.004
C 1.05513 4.85900 1.78578 0.021
H -2.59111 3.78604 1.21695 0.006
H -4.32909 5.26624 0.29262 0.000
H -4.27032 5.92056 -2.08841 0.000
H -2.47140 5.09058 -3.56587 0.000
H -0.71484 3.61324 -2.66724 0.005
H 2.12573 4.21089 -1.40080 0.004
H 3.28152 6.35662 -1.01503 0.000
H 3.00778 7.54647 1.13232 0.000
H 1.61124 6.58271 2.92628 0.000
H 0.44166 4.43994 2.57357 0.005
C -1.97313 -5.61468 -3.15934 0.117
C -2.54893 -5.43772 -1.90137 0.001
C -2.03745 -4.50035 -1.03217 0.080
C -0.91316 -3.72386 -1.40733 0.050
C -0.35812 -3.91010 -2.69693 0.080
C -0.88214 -4.84302 -3.55916 -0.002
C -0.23651 -2.84970 -0.52629 0.240
C -0.61732 -2.45994 0.77575 0.146
C 0.32190 -2.10364 1.81322 0.061
C 1.66248 -2.54646 1.77120 0.055
C 2.52598 -2.19995 2.77709 0.002
C 2.08165 -1.40520 3.84034 0.075
C 0.76760 -0.96561 3.90250 -0.006
C -0.12062 -1.31637 2.90152 0.074
H -2.36912 -6.36832 -3.82763 0.006
H -3.38796 -6.05114 -1.60212 -0.002
H -2.46235 -4.39828 -0.04545 0.004
H 0.49332 -3.30889 -2.99308 0.002
H -0.44568 -4.98639 -4.53804 -0.002
H 0.73082 -2.48078 -0.84953 0.013
H 1.99445 -3.17746 0.95755 0.003
H 3.54918 -2.54979 2.75499 -0.001
H 2.76850 -1.15012 4.63741 0.004
H 0.43091 -0.37055 4.74014 -0.002
H -1.16290 -1.03763 2.96934 0.001

(4)
66
Properties=species:S:1:pos:R:3:nbo_charge:R:1 method="wB97M-V/def2-TZVPD" total_charge=+1 orbital_gap_ev=9.3 total_energy_ev=-57194.2470 e_homo_ev=-12.10 lumo_ev=-2.77 smiles="CCB(O)[C@]1(CCC(C)C)C[N@@H+](P(=O)(O)O)[C@H](C[C@H](O)C(F)(F)F)C[C@@H]1C[C@@H](C)I"
C 1.23702 -3.42772 2.14556 -0.599
C 1.17194 -2.31532 3.19268 -0.836
B 0.85298 -0.83005 2.76487 1.165
O 1.10289 0.16161 3.70451 -0.945
C 0.34747 -0.34030 1.31900 -0.446
C 1.59851 -0.55479 0.39080 -0.397
C 2.36616 0.69700 -0.02218 -0.407
C 3.39446 0.47257 -1.13822 -0.220
C 2.79890 -0.27921 -2.32861 -0.603
C 3.87173 1.86700 -1.61913 -0.604
C -0.05544 1.12180 1.49575 -0.224
N -0.82565 1.74235 0.33634 -0.687
P -0.26915 3.37718 -0.04887 2.463
O 0.58162 3.44846 -1.22749 -1.033
O 0.32770 3.88294 1.31141 -0.971
O -1.69121 4.07084 -0.24910 -0.976
C -0.95805 0.83544 -0.86339 -0.041
C -1.83016 1.43761 -1.96494 -0.454
C -1.60326 0.73031 -3.33043 0.021
O -0.94217 -0.50986 -3.22777 -0.701
C -0.73043 1.61568 -4.22158 0.959
F -0.42149 0.97999 -5.38640 -0.311
F -1.38357 2.76622 -4.51618 -0.322
F 0.43353 1.93750 -3.59579 -0.321
C -1.65207 -0.39600 -0.29268 -0.442
C -0.85172 -1.15762 0.79644 -0.188
C -1.81190 -1.60975 1.90046 -0.451
C -3.10050 -2.28575 1.38444 -0.279
C -3.39162 -3.59024 2.13852 -0.631
I -4.81185 -1.00530 1.66696 0.075
H 0.28232 -3.60901 1.66325 0.193
H 1.47913 -4.36292 2.64752 0.224
H 2.01290 -3.28689 1.40176 0.210
H 2.08365 -2.27454 3.78605 0.254
H 0.39166 -2.58899 3.91087 0.244
H 0.58010 0.06285 4.50169 0.514
H 2.31604 -1.19006 0.90811 0.223
H 1.28954 -1.11523 -0.48717 0.217
H 1.73224 1.52462 -0.33587 0.189
H 2.92456 1.05612 0.84528 0.212
H 4.25679 -0.05636 -0.74118 0.202
H 3.40292 -0.16075 -3.21898 0.226
H 1.77322 0.03431 -2.50890 0.197
H 2.74599 -1.34402 -2.09870 0.202
H 4.93957 1.88086 -1.80961 0.220
H 3.40042 2.08868 -2.57421 0.214
H 3.58313 2.66382 -0.94072 0.202
H 0.81955 1.70128 1.75318 0.265
H -0.70250 1.20082 2.36314 0.229
H -1.78870 1.88149 0.65861 0.454
H 0.68007 4.77769 1.22514 0.541
H -1.51839 4.95335 -0.60295 0.529
H 0.01143 0.60484 -1.28427 0.274
H -1.66172 2.49359 -2.13555 0.254
H -2.87433 1.29313 -1.69464 0.223
H -2.56579 0.67098 -3.83144 0.211
H -1.55343 -1.20098 -3.47818 0.493
H -1.90151 -1.07613 -1.09245 0.249
H -2.60060 -0.02429 0.10035 0.206
H -0.48199 -2.04773 0.29514 0.225
H -2.09017 -0.75136 2.51285 0.206
H -1.35327 -2.33575 2.56201 0.229
H -3.00757 -2.55771 0.33962 0.210
H -2.48735 -4.19614 2.10759 0.212
H -4.14668 -4.14100 1.58605 0.228
H -3.72589 -3.41117 3.15161 0.224